A | Computed, not measured: a 4-piece molecular cluster, H8O4 overall, with the ωB97M-V functional and the def2-TZVPD basis.

Cartesian coordinates (Å):
O1 -0.15240 0.72940 1.30788
O2 -4.32617 -1.86843 1.41316
O3 3.98290 1.73446 2.14839
O4 -0.02077 -1.51832 -4.21571
H1 0.62192 1.16584 1.66312
H2 4.11118 2.35264 1.42894
H3 -5.05924 -1.42298 0.98840
H4 0.89127 -1.38087 -3.95974
H5 -0.32720 -0.65275 -4.48613
H6 4.23806 0.88661 1.78469
H7 -0.32928 1.18623 0.48554
H8 -3.63024 -1.21184 1.44149

Molar mass in g mol⁻¹: 72.06
Orbital gap in Ha: 0.433
E_LUMO in eV: 0.41
HOMO in eV: -11.38
SMILES: O.O.O.O
Spin multiplicity: 1

B | Computed, not measured: a 4-piece molecular cluster, H8O4 overall, with the ωB97M-V functional and the def2-TZVPD basis.

Cartesian coordinates (Å):
O1 0.29746 2.18710 0.94174
O2 -0.63464 -0.51559 0.46155
O3 2.09248 0.40765 -0.57427
O4 -2.45802 -2.52710 -0.11281
H1 0.07990 -0.34875 0.02564
H2 -0.13572 2.46346 0.16322
H3 2.00159 1.18827 -1.07810
H4 -2.28202 -2.96660 -0.98277
H5 -0.89731 0.26320 0.89296
H6 0.81881 1.46744 0.47193
H7 3.00944 0.34549 -0.30350
H8 -1.89198 -1.96458 0.09441

Molar mass in g mol⁻¹: 72.06
Orbital gap in Ha: 0.401
E_LUMO in eV: 0.14
HOMO in eV: -10.76
SMILES: O.O.O.O
Spin multiplicity: 1

Most stable: A

A | Computed, not measured: a 4-piece molecular cluster, H8O4 overall, with the ωB97M-V functional and the def2-TZVPD basis.

Cartesian coordinates (Å):
O1 1.60149 3.25199 0.28801
O2 -0.86446 3.00434 1.58883
O3 -0.13089 -3.52633 -2.07063
O4 -1.26120 -2.55797 0.01936
H1 -0.97413 -3.29673 0.52272
H2 -0.11677 2.92668 1.03561
H3 -0.58002 -1.87629 0.02887
H4 -0.47202 2.52126 2.25441
H5 -0.65016 -3.63862 -1.35785
H6 -0.65166 -3.04899 -2.65182
H7 2.28915 3.87750 0.16512
H8 1.81068 2.36316 0.17735

Molar mass in g mol⁻¹: 72.06
Orbital gap in Ha: 0.416
E_LUMO in eV: 0.27
HOMO in eV: -11.06
SMILES: O.O.O.O
Spin multiplicity: 1

B | Computed, not measured: a 4-piece molecular cluster, H8O4 overall, with the ωB97M-V functional and the def2-TZVPD basis.

Cartesian coordinates (Å):
O1 1.68564 -2.97159 1.04862
O2 -1.88196 2.84028 0.89063
O3 0.61854 1.52767 -1.44052
O4 -0.12800 -0.83083 0.12293
H1 0.45208 -1.48063 0.55193
H2 2.40550 -2.44238 0.68041
H3 0.44952 0.65330 -1.04460
H4 1.33549 -3.46215 0.29392
H5 -0.02807 1.61519 -2.14726
H6 -1.68829 2.07915 0.33297
H7 -1.01621 -1.04188 0.42776
H8 -2.20424 3.51387 0.28322

Molar mass in g mol⁻¹: 72.06
Orbital gap in Ha: 0.419
E_LUMO in eV: 0.42
HOMO in eV: -11.00
SMILES: O.O.O.O
Spin multiplicity: 1

Most stable: B

A | Computed, not measured: a 4-piece molecular cluster, H8O4 overall, with the ωB97M-V functional and the def2-TZVPD basis.

Cartesian coordinates (Å):
O1 1.79483 -1.34042 -1.53908
O2 -0.55417 -0.39342 0.18392
O3 1.69083 0.95558 1.39392
O4 -3.45117 0.73258 0.29792
H1 2.01583 -2.14842 -2.01508
H2 -3.47917 0.46658 -0.64008
H3 2.00283 1.32358 2.18092
H4 1.15383 1.74758 1.14492
H5 -2.61717 0.44758 0.65592
H6 0.06983 0.02358 0.72592
H7 1.44283 -0.70042 -2.14108
H8 -0.06917 -1.11442 -0.24808

Molar mass in g mol⁻¹: 72.06
Orbital gap in Ha: 0.417
E_LUMO in eV: 0.57
HOMO in eV: -10.79
SMILES: O.O.O.O
Spin multiplicity: 1

B | Computed, not measured: a 4-piece molecular cluster, H8O4 overall, with the ωB97M-V functional and the def2-TZVPD basis.

Cartesian coordinates (Å):
O1 -1.00365 2.26039 -1.56076
O2 -0.50061 -3.44124 -0.66207
O3 0.53593 1.22320 1.56794
O4 0.71320 -0.75834 -0.30516
H1 1.45334 1.08325 1.80247
H2 -0.06341 2.42726 -1.49499
H3 0.05452 1.07206 2.38135
H4 1.14781 -0.11572 -0.86585
H5 -0.88914 -3.57923 0.20178
H6 -1.35930 2.55758 -0.72326
H7 -0.39798 -2.49200 -0.73020
H8 0.30931 -0.23721 0.38876

Molar mass in g mol⁻¹: 72.06
Orbital gap in Ha: 0.398
E_LUMO in eV: 0.16
HOMO in eV: -10.68
SMILES: O.O.O.O
Spin multiplicity: 1

Most stable: B

A | Computed, not measured: a 4-piece molecular cluster, H8O4 overall, with the ωB97M-V functional and the def2-TZVPD basis.

Cartesian coordinates (Å):
O1 18.50800 -2.12400 13.03900
O2 14.72600 -1.80800 13.81500
O3 17.42500 -2.06000 15.64900
O4 15.11200 -3.55700 16.18700
H1 17.72100 -1.18100 15.86000
H2 15.84900 -2.98400 16.20800
H3 18.11500 -2.41400 15.10800
H4 18.75000 -3.06300 13.01300
H5 15.28200 -1.09300 13.59500
H6 15.05800 -2.27000 14.58400
H7 19.28500 -1.59300 12.88400
H8 15.45200 -4.48600 15.97800

Molar mass in g mol⁻¹: 72.06
Orbital gap in Ha: 0.393
E_LUMO in eV: 0.16
HOMO in eV: -10.53
SMILES: O.O.O.O
Spin multiplicity: 1

B | Computed, not measured: a 4-piece molecular cluster, H8O4 overall, with the ωB97M-V functional and the def2-TZVPD basis.

Cartesian coordinates (Å):
O1 -0.78220 -1.09909 -2.05926
O2 -0.68719 2.24144 0.24321
O3 0.88060 -0.01707 -0.18175
O4 0.69558 -1.86511 1.73274
H1 0.90388 -1.24084 1.05062
H2 0.38232 -1.38813 2.50921
H3 -1.27710 2.59500 0.93751
H4 0.37372 0.75342 0.12382
H5 -0.83836 2.69585 -0.55458
H6 -0.17635 -1.06549 -1.27540
H7 1.65674 0.34566 -0.53908
H8 -1.13164 -1.95563 -1.98703

Molar mass in g mol⁻¹: 72.06
Orbital gap in Ha: 0.405
E_LUMO in eV: 0.31
HOMO in eV: -10.72
SMILES: O.O.O.O
Spin multiplicity: 1

Most stable: B

A | Computed, not measured: a 4-piece molecular cluster, H8O4 overall, with the ωB97M-V functional and the def2-TZVPD basis.

Cartesian coordinates (Å):
O1 -0.69769 2.29803 0.08499
O2 -1.26700 -2.39966 0.01374
O3 3.32406 -0.43814 -0.07602
O4 -1.21183 0.13742 -0.09388
H1 0.01510 2.85301 0.42102
H2 -1.91882 0.64142 -0.51236
H3 -1.64418 -0.30265 0.64667
H4 -0.93759 2.70696 -0.75418
H5 -0.35557 -2.08648 0.02848
H6 2.54657 -0.10762 -0.53999
H7 -1.18533 -3.35988 0.03101
H8 3.33227 0.05759 0.75052

Molar mass in g mol⁻¹: 72.06
Orbital gap in Ha: 0.386
E_LUMO in eV: 0.58
HOMO in eV: -9.92
SMILES: O.O.O.O
Spin multiplicity: 1

B | Computed, not measured: a 4-piece molecular cluster, H8O4 overall, with the ωB97M-V functional and the def2-TZVPD basis.

Cartesian coordinates (Å):
O1 3.06746 -5.16590 -24.12534
O2 0.96340 -6.14639 -22.14983
O3 3.50412 -6.96039 -28.66291
O4 2.42503 -7.37340 -25.96395
H1 1.63389 -5.75015 -22.72083
H2 3.48556 -6.11499 -29.11988
H3 2.62759 -4.31221 -24.21437
H4 1.42807 -6.83757 -21.66980
H5 2.07453 -8.11284 -25.46012
H6 4.01019 -4.96528 -24.13736
H7 2.83135 -6.89563 -27.97093
H8 2.77515 -6.75600 -25.30537

Molar mass in g mol⁻¹: 72.06
Orbital gap in Ha: 0.405
E_LUMO in eV: 0.18
HOMO in eV: -10.84
SMILES: O.O.O.O
Spin multiplicity: 1

Most stable: B

A | Computed, not measured: a 2-piece molecular cluster, C5H16NO overall, with the ωB97M-V functional and the def2-TZVPD basis.

Cartesian coordinates (Å):
O1 1.73045 2.02019 1.65910
N1 -0.66890 0.43367 1.61721
C1 -0.71356 -2.02190 -1.26804
C2 1.37015 -0.60718 -0.75033
C3 -0.00420 -1.01673 -0.28589
C4 -1.08220 1.23713 -0.77102
C5 -1.06943 0.02643 0.09215
H1 2.52112 1.75549 2.19362
H2 1.87657 -0.10914 0.08487
H3 0.34546 -1.75457 0.48671
H4 2.01485 -1.35609 -1.12119
H5 1.98006 2.79533 1.14981
H6 -1.97391 -0.48916 0.03251
H7 -0.69984 -3.01287 -0.75482
H8 -0.23933 -1.97701 -2.22751
H9 -1.89725 1.81422 -0.47319
H10 -1.15171 1.22117 2.05054
H11 -0.69950 -0.26897 2.30158
H12 1.36723 -0.03076 -1.61726
H13 -1.73814 -1.98721 -1.44746
H14 -0.17387 1.83266 -0.80477
H15 -1.39062 0.94455 -1.81203
H16 0.29657 0.55076 1.66541

Molar mass in g mol⁻¹: 106.19
Total charge: +1
Orbital gap in Ha: 0.433
E_LUMO in eV: -3.11
HOMO in eV: -14.89
Spin multiplicity: 1

B | Computed, not measured: a 2-piece molecular cluster, C5H16NO overall, with the ωB97M-V functional and the def2-TZVPD basis.

Cartesian coordinates (Å):
O1 -3.19902 1.30999 -0.28373
N1 -1.71724 -1.15390 -1.04980
C1 0.85266 0.40951 0.53232
C2 0.57590 -0.91090 -0.11066
C3 1.98021 1.24167 -0.03751
C4 -0.23943 -0.96092 -1.44718
C5 1.25596 0.12035 2.01437
H1 -3.09968 1.49289 0.65628
H2 2.06742 1.28353 -1.13803
H3 -2.32935 -1.29096 -1.86445
H4 -0.04897 -1.97817 -1.77733
H5 -2.64242 2.02787 -0.63741
H6 2.09384 2.13253 0.56440
H7 -0.09914 -0.21004 -2.21414
H8 1.97771 -0.69592 2.07688
H9 0.39445 -0.18330 2.60390
H10 2.95372 0.71149 -0.00096
H11 -1.78494 -1.97712 -0.45685
H12 -0.03745 1.04603 0.58789
H13 -2.22368 -0.36091 -0.61468
H14 1.60230 1.03592 2.49699
H15 0.13247 -1.71880 0.49056
H16 1.53470 -1.37083 -0.39085

Molar mass in g mol⁻¹: 106.19
Total charge: +1
Orbital gap in Ha: 0.410
E_LUMO in eV: -3.34
HOMO in eV: -14.48
Spin multiplicity: 1

Most stable: B

A | Computed, not measured: a 3-piece molecular cluster, C5H16NO overall, with the ωB97M-V functional and the def2-TZVPD basis.

Cartesian coordinates (Å):
O1 0.78818 1.90223 -1.20343
N1 -2.38895 2.65836 -0.86922
C1 0.02754 0.74707 1.87258
C2 0.21884 -2.74588 -0.78763
C3 1.36145 -0.75184 0.39815
C4 0.61478 -0.70456 1.63925
C5 0.65149 -1.22416 -0.82547
H1 -1.92939 2.45479 -1.74531
H2 0.74136 -3.29093 -1.56703
H3 -3.10803 1.92733 -0.86857
H4 0.63998 1.06318 -0.73997
H5 1.23671 -1.00268 2.48528
H6 0.30266 -3.15425 0.21142
H7 1.28489 -1.00229 -1.68642
H8 2.42252 -1.01491 0.40664
H9 0.89447 1.39913 1.95326
H10 -0.61845 0.91076 2.73248
H11 -2.94461 3.50884 -0.90383
H12 -0.61639 0.97963 1.02301
H13 -0.27136 -0.63208 -0.87095
H14 -0.80765 -2.67840 -1.14058
H15 -0.21558 -1.42383 1.59471
H16 1.71554 2.07451 -1.10836

Molar mass in g mol⁻¹: 106.19
Total charge: +1
Orbital gap in Ha: 0.202
E_LUMO in eV: -7.38
HOMO in eV: -12.87
Spin multiplicity: 1

B | Computed, not measured: a 2-piece molecular cluster, C5H16NO overall, with the ωB97M-V functional and the def2-TZVPD basis.

Cartesian coordinates (Å):
O1 -1.13932 -1.58294 -2.26126
N1 0.83654 1.76973 0.40445
C1 -0.04689 0.72283 -0.32880
C2 0.25023 -0.92707 1.59095
C3 -0.71302 0.00718 0.79005
C4 1.37117 -1.66200 0.83900
C5 -1.11757 1.59618 -1.01376
H1 0.69947 -0.42201 2.46261
H2 -0.73922 2.22933 -1.77875
H3 0.26696 2.07287 1.13552
H4 1.47012 -2.64735 1.28157
H5 1.66874 1.51744 0.90122
H6 1.27285 -1.74159 -0.24048
H7 0.51947 0.23185 -1.14853
H8 -1.51609 -0.67244 0.45411
H9 1.12937 2.33891 -0.36397
H10 2.21211 -0.95328 0.98815
H11 -1.78890 0.85087 -1.55255
H12 -1.13774 0.74083 1.47586
H13 -0.76936 -1.38869 -3.18419
H14 -1.77966 2.05127 -0.26749
H15 -0.64949 -2.36300 -2.07767
H16 -0.29979 -1.76893 1.89396

Molar mass in g mol⁻¹: 106.19
Total charge: +1
Orbital gap in Ha: 0.429
E_LUMO in eV: -3.35
HOMO in eV: -15.02
Spin multiplicity: 1

C | Computed, not measured: a 2-piece molecular cluster, C5H16NO overall, with the ωB97M-V functional and the def2-TZVPD basis.

Cartesian coordinates (Å):
O1 0.81971 2.25925 2.20663
N1 -0.24150 -2.12267 -0.37251
C1 -1.22325 -0.86013 1.53536
C2 -0.71967 -0.75122 0.09554
C3 0.94454 0.47370 -1.43987
C4 -0.21673 0.67386 -2.44152
C5 0.47532 0.16025 -0.00898
H1 -1.62815 0.06061 1.85938
H2 -0.89942 1.37612 -1.97237
H3 1.60026 -0.29275 -1.86978
H4 1.73442 2.57451 2.21154
H5 -0.38098 -1.06352 2.19010
H6 0.12965 1.12724 -3.37038
H7 -1.94012 -1.67590 1.60724
H8 0.27368 1.06472 0.57998
H9 0.26434 -2.56634 0.40854
H10 -0.66045 -0.26938 -2.75379
H11 -1.55589 -0.48440 -0.54223
H12 1.49252 1.41416 -1.47800
H13 1.39537 -0.17401 0.49337
H14 0.38811 2.86391 2.82144
H15 0.49382 -2.01848 -1.07479
H16 -0.91508 -2.84744 -0.62636

Molar mass in g mol⁻¹: 106.19
Total charge: +1
Orbital gap in Ha: 0.422
E_LUMO in eV: -3.34
HOMO in eV: -14.83
Spin multiplicity: 1

D | Computed, not measured: a 2-piece molecular cluster, C5H16NO overall, with the ωB97M-V functional and the def2-TZVPD basis.

Cartesian coordinates (Å):
O1 0.82174 -0.15291 2.04063
N1 -0.60602 2.19393 1.25625
C1 -1.15320 0.91129 0.36826
C2 0.15170 -2.40588 -0.68804
C3 0.69742 0.03214 -1.03624
C4 0.51072 -1.37871 -1.70760
C5 -0.59643 0.72919 -0.96140
H1 0.38154 2.10898 1.52498
H2 -1.45070 0.25297 -1.55216
H3 1.83061 -0.11198 2.05961
H4 0.96772 -2.35927 0.09556
H5 -1.07739 2.23945 2.16175
H6 1.46142 0.53917 -1.57604
H7 0.75742 -1.06120 1.74804
H8 1.21110 -0.16530 -0.16512
H9 -1.13194 -0.10613 0.94584
H10 -0.82473 -2.21069 -0.13382
H11 -0.56037 1.68632 -1.55837
H12 0.15650 -3.51728 -0.65543
H13 -0.27001 -1.24253 -2.40206
H14 -0.62456 3.00358 0.56015
H15 -2.23051 1.07103 0.31389
H16 1.41085 -1.58957 -2.33538

Molar mass in g mol⁻¹: 106.19
Total charge: +1
Orbital gap in Ha: 0.401
E_LUMO in eV: -3.40
HOMO in eV: -14.31
Spin multiplicity: 1

Most stable: C

A | Computed, not measured: a 2-piece molecular cluster, C5H16NO overall, with the ωB97M-V functional and the def2-TZVPD basis.

Cartesian coordinates (Å):
O1 -1.67333 -3.01315 -0.59371
N1 0.75935 -2.41332 -0.07945
C1 0.88829 -0.94410 -0.58429
C2 0.69932 2.12992 0.86678
C3 -0.19050 0.85065 1.04267
C4 -0.29883 -0.06768 -0.24378
C5 -0.01292 3.19077 -0.02484
H1 0.60755 -3.11001 -0.82924
H2 0.70022 3.68261 -0.68041
H3 1.61482 -2.46901 0.47191
H4 1.14863 2.54579 1.76283
H5 1.83601 -0.60738 -0.15167
H6 0.00171 -2.69846 0.53897
H7 0.33991 0.27973 1.80632
H8 0.94818 -1.02036 -1.67116
H9 -2.48378 -2.69775 -0.17031
H10 -1.98497 -3.28330 -1.47139
H11 -0.68847 2.61921 -0.73274
H12 1.49897 1.66123 0.25527
H13 -0.53132 0.73829 -0.92940
H14 -1.22817 1.13817 1.21436
H15 -1.28986 -0.52784 -0.10252
H16 -0.66081 4.01599 0.30581

Molar mass in g mol⁻¹: 106.19
Total charge: +1
Orbital gap in Ha: 0.388
E_LUMO in eV: -3.39
HOMO in eV: -13.95
Spin multiplicity: 1

B | Computed, not measured: a 2-piece molecular cluster, C5H16NO overall, with the ωB97M-V functional and the def2-TZVPD basis.

Cartesian coordinates (Å):
O1 -1.70075 -0.01778 -2.73930
N1 0.20118 1.44471 1.79047
C1 0.03095 -0.98969 0.87596
C2 -0.37365 0.52752 0.59678
C3 -1.85640 0.72429 0.32964
C4 1.42646 -1.38076 0.30914
C5 1.89689 -0.38497 -0.81271
H1 -1.85442 -0.85408 -3.19338
H2 1.04223 0.91283 2.05287
H3 -2.53170 0.17303 1.13203
H4 2.63838 -1.09239 -1.45660
H5 -2.04288 1.86756 0.21216
H6 1.42617 -2.43825 0.10793
H7 2.04666 -1.24554 1.11333
H8 -0.57767 1.40873 2.45239
H9 1.17685 -0.00937 -1.78683
H10 0.04445 0.94083 -0.32157
H11 -2.14787 0.35108 -0.69729
H12 -0.58891 -1.50953 0.07710
H13 2.35917 0.46013 -0.32245
H14 -0.75121 0.26417 -2.87680
H15 0.38952 2.41645 1.39476
H16 -0.25345 -1.56896 1.76237

Molar mass in g mol⁻¹: 106.19
Total charge: +1
Orbital gap in Ha: 0.412
E_LUMO in eV: -3.52
HOMO in eV: -14.72
Spin multiplicity: 1

Most stable: A